1.
# C40H70N10

A cluster of 10 separate species, C40H70N10 in total in a non-equilibrium geometry (ωB97M-V with the def2-TZVPD basis set, the Open Molecules 2025 dataset).

Calculated values
Max |F| (eV/A): 2.28
HOMO (eV): -10.89
SMILES: CCCC#N.CCCC#N.CCCC#N.CCCC#N.CCCC#N.CCCC#N.CCCC#N.CCCC#N.CCCC#N.CCCC#N
Net charge: 0

The geometry in XYZ format:
```
120
C40H70N10 | the Open Molecules 2025 dataset | ωB97M-V with the def2-TZVPD basis set
C 7.39678 21.39083 15.29763
C 7.34431 20.02612 14.67241
C 8.66938 19.27709 14.62579
C 9.75977 20.15106 14.13219
N 10.64683 20.83942 13.83755
H 7.92287 21.42960 16.26520
H 6.40969 21.86423 15.43580
H 7.94171 22.15467 14.73532
H 6.94796 20.08842 13.69086
H 6.69566 19.40030 15.27945
H 8.70280 18.34539 14.05983
H 9.02518 19.14906 15.65882
C 8.82060 11.31456 7.49233
C 7.47397 12.10346 7.47322
C 7.59954 13.63895 7.59349
C 7.79892 13.94811 9.03436
N 7.92003 14.18954 10.16361
H 9.48416 11.60541 6.64477
H 8.64591 10.22370 7.43795
H 9.36219 11.53255 8.40958
H 6.96448 11.68910 8.36774
H 7.01165 11.82232 6.54965
H 6.74169 14.18800 7.26003
H 8.41909 14.05329 7.05834
C 15.92372 18.05718 13.70623
C 17.06684 18.07319 12.69391
C 16.60105 18.83568 11.44757
C 15.48702 18.22296 10.68972
N 14.57978 17.84657 10.09513
H 15.86130 19.07468 14.09743
H 16.12648 17.33683 14.49557
H 14.93854 17.83906 13.24077
H 17.42958 17.06394 12.48000
H 17.82803 18.66553 13.18666
H 17.45479 18.91125 10.76519
H 16.30954 19.84606 11.77226
C 13.24796 9.66481 8.79363
C 13.17526 9.08072 10.18524
C 11.89992 9.53168 10.89599
C 11.82710 10.93768 11.24207
N 11.68799 12.03190 11.53529
H 14.15983 9.32832 8.28712
H 13.30672 10.75373 8.82128
H 12.35788 9.42888 8.19133
H 14.10638 9.26456 10.73318
H 13.08682 7.98162 10.07944
H 11.87362 9.02076 11.88703
H 11.01228 9.32539 10.28330
C 16.22097 12.34045 9.37203
C 14.89919 13.15820 9.46229
C 15.18583 14.67216 9.76126
C 15.45690 14.86187 11.15834
N 15.74450 14.92024 12.28092
H 16.57575 12.20242 10.37943
H 16.91881 12.91226 8.76914
H 16.09872 11.33552 8.88752
H 14.26469 12.76593 10.23644
H 14.39683 13.11271 8.50741
H 14.34421 15.30035 9.48849
H 16.09272 14.98511 9.15451
C 11.24441 14.38387 8.59923
C 10.60286 15.69333 8.17711
C 11.64477 16.77662 7.81184
C 12.61381 16.27853 6.83151
N 13.31704 15.78626 6.08006
H 11.73454 13.89744 7.74782
H 10.46222 13.70608 8.91764
H 11.94322 14.43928 9.44652
H 9.96278 16.06673 9.02628
H 9.99449 15.56383 7.27356
H 12.21893 17.05986 8.71109
H 11.14484 17.69416 7.45459
C 12.53640 18.11112 15.54641
C 13.39074 19.14755 16.24773
C 12.68229 20.53455 16.35758
C 11.37835 20.36918 16.99376
N 10.35490 20.09436 17.42933
H 13.10343 17.20170 15.28859
H 12.17848 18.57490 14.61164
H 11.65506 17.84613 16.12596
H 14.27042 19.39092 15.57598
H 13.75490 18.85810 17.24258
H 12.47328 20.96414 15.36996
H 13.25999 21.22549 16.87122
C 13.77372 21.55539 11.64315
C 12.79510 20.52856 10.99043
C 12.85364 20.56766 9.43885
C 12.40830 21.85299 8.85399
N 11.96505 22.74414 8.26789
H 14.79861 21.27825 11.49566
H 13.49446 21.76674 12.66639
H 13.67704 22.51202 11.10163
H 11.80559 20.79957 11.32399
H 12.92624 19.49567 11.38772
H 12.23940 19.76631 8.97723
H 13.91359 20.38421 9.06067
C 8.07985 10.66039 11.48458
C 8.19661 11.87275 12.43019
C 8.82255 11.46347 13.76446
C 7.88853 10.60687 14.47082
N 7.26817 9.75137 14.91170
H 7.46608 9.88779 11.94484
H 9.04964 10.16360 11.25313
H 7.60380 10.91249 10.53827
H 7.18186 12.24888 12.60370
H 8.75855 12.71117 12.05742
H 9.03918 12.33722 14.40336
H 9.83710 11.05344 13.75686
C 12.19018 16.21306 12.15311
C 11.39229 15.30608 13.12046
C 10.03436 14.98614 12.58963
C 9.22035 16.21367 12.47309
N 8.65741 17.19365 12.26234
H 11.64418 17.15951 11.95744
H 12.25936 15.76246 11.15348
H 13.22430 16.50878 12.45602
H 11.33446 15.74802 14.11758
H 11.91865 14.32350 13.14108
H 9.48838 14.24113 13.17659
H 10.06270 14.55896 11.59946
```

Results of the Mulliken charge analysis, in e, for atoms 1 through 8: -1.2121 -0.4031 0.2520 0.2272 -0.5784 0.3062 0.3580 0.3144

2.
# C40H72O24S6

A cluster of 10 separate species, C40H72O24S6 in total in a non-equilibrium geometry (ωB97M-V with the def2-TZVPD basis set, the Open Molecules 2025 dataset).

Calculated values
Max |F| (eV/A): 3.28
HOMO (eV): -9.85
SMILES: C[C@H]1COC(=O)O1.C[C@H]1COC(=O)O1.C[C@H]1COC(=O)O1.C[C@H]1COC(=O)O1.O=S1(=O)CCCC1.O=S1(=O)CCCC1.O=S1(=O)CCCC1.O=S1(=O)CCCC1.O=S1(=O)CCCC1.O=S1(=O)CCCC1
Net charge: 0

The geometry in XYZ format:
```
142
C40H72O24S6 | the Open Molecules 2025 dataset | ωB97M-V with the def2-TZVPD basis set
C 4.68521 1.72487 -3.38244
C 3.93985 2.62321 -2.38495
C 4.59064 2.96598 -1.05449
O 4.11591 4.32200 -0.81708
C 3.74738 4.85238 -1.99122
O 3.45202 5.97885 -2.14844
O 3.80725 3.95794 -2.97162
H 4.19228 1.77993 -4.33702
H 4.89409 0.65361 -3.11002
H 5.71149 2.10875 -3.46163
H 2.90205 2.28622 -2.20184
H 5.71767 3.11560 -1.13364
H 4.48341 2.33162 -0.12486
C -4.18061 0.43372 4.14837
C -3.58127 -0.89408 3.82779
C -3.10108 -1.71509 5.05903
O -3.56215 -3.09753 4.83541
C -4.46628 -3.06900 3.81023
O -5.02939 -4.01742 3.46080
O -4.57102 -1.82922 3.23050
H -3.41184 1.14208 4.53487
H -5.00089 0.40709 4.84333
H -4.62526 0.89569 3.29185
H -2.67457 -0.79907 3.15843
H -3.72018 -1.43476 5.94039
H -2.05355 -1.68112 5.24342
C 0.92280 -5.36119 3.69285
C -0.41338 -5.44204 2.93534
C -1.56478 -4.68679 3.61345
O -2.07903 -3.88517 2.58825
C -1.28447 -3.90573 1.54202
O -1.31448 -3.06614 0.71931
O -0.30629 -4.82685 1.66546
H 1.18739 -4.28589 3.73375
H 1.76521 -5.82988 3.22234
H 0.81985 -5.61450 4.74760
H -0.65104 -6.51403 2.61854
H -1.18462 -4.03385 4.41084
H -2.35050 -5.31633 3.99292
C 2.62278 1.94931 5.34419
C 2.21165 1.14979 4.13031
C 3.30189 0.17911 3.59021
O 2.52702 -1.05921 3.31537
C 1.34991 -0.98482 3.96122
O 0.54699 -1.89995 3.99726
O 1.16878 0.23267 4.51356
H 1.92381 2.73201 5.42422
H 3.59224 2.38747 5.20687
H 2.67054 1.36033 6.25153
H 1.89891 1.78664 3.35474
H 4.10533 0.03388 4.32332
H 3.70109 0.44732 2.59482
O -0.63941 -0.14070 -5.70672
S -0.71796 -0.56264 -4.32045
O -1.29123 0.26510 -3.25726
C -1.60171 -2.16186 -4.19389
C -1.03936 -2.67143 -2.87081
C 0.50349 -2.39666 -2.81792
C 0.83654 -1.16573 -3.70221
H -1.32184 -2.75841 -5.09075
H -2.69564 -2.02337 -4.18337
H -1.43799 -2.08254 -2.01771
H -1.18017 -3.74957 -2.72719
H 1.05380 -3.28154 -3.14788
H 0.67023 -2.17647 -1.75988
H 1.33262 -1.37851 -4.66719
H 1.28539 -0.33269 -3.13433
O 4.49123 -5.76945 -1.16182
S 3.96367 -4.40483 -1.27882
O 3.66517 -3.94322 -2.65277
C 2.63399 -4.13988 -0.09312
C 3.02865 -2.94888 0.78108
C 4.54357 -3.04105 0.94077
C 5.05141 -3.21248 -0.45844
H 2.33577 -5.01732 0.45457
H 1.83746 -3.90160 -0.79555
H 2.74089 -1.98294 0.35607
H 2.65748 -3.11533 1.80529
H 4.82496 -3.90879 1.56762
H 4.94299 -2.17904 1.47456
H 6.09875 -3.50280 -0.59780
H 4.83822 -2.33215 -1.03687
O 0.44732 4.01691 3.58485
S -0.07344 4.40224 2.30187
O -0.74180 3.40768 1.51255
C -1.14512 5.90702 2.34121
C -0.78501 6.70330 1.05569
C 0.29037 5.96763 0.28405
C 1.20409 5.26444 1.26775
H -0.94055 6.38146 3.29616
H -2.17928 5.51960 2.35710
H -1.65728 6.90363 0.42965
H -0.34845 7.64442 1.34344
H 0.89808 6.61053 -0.38411
H -0.09212 5.18958 -0.40613
H 1.64625 5.91101 2.06604
H 1.94745 4.60390 0.80587
O 1.24351 2.47734 -4.00683
S 0.51206 3.74566 -4.07797
O 0.17807 4.37091 -2.83706
C 1.20725 4.76815 -5.27136
C 0.77837 4.27441 -6.61107
C -0.28550 3.24160 -6.43352
C -0.95853 3.47415 -5.08458
H 2.24566 4.74618 -5.02188
H 0.81738 5.79661 -5.19173
H 0.46547 5.11633 -7.20061
H 1.66064 3.85353 -7.11451
H 0.12588 2.24934 -6.32213
H -0.99070 3.27211 -7.24306
H -1.37972 2.53735 -4.83000
H -1.65543 4.29020 -5.03922
O -6.50304 -4.92914 -1.83184
S -5.39309 -3.97111 -1.69153
O -4.28710 -3.96730 -2.67984
C -6.10832 -2.26812 -1.56767
C -5.81072 -1.84374 -0.10876
C -4.37095 -2.49531 0.27224
C -4.62725 -3.94961 -0.00243
H -7.16216 -2.29732 -1.79210
H -5.50287 -1.70543 -2.26127
H -5.93387 -0.80112 0.10435
H -6.48818 -2.37875 0.59127
H -4.00280 -2.14950 1.24907
H -3.67685 -2.18154 -0.54298
H -5.32038 -4.39973 0.72655
H -3.73750 -4.55329 -0.07224
O 1.63536 -0.03475 -0.78640
S 1.03146 0.99432 0.09313
O 1.84582 2.06070 0.69246
C -0.27157 1.73358 -0.87163
C -1.54369 0.88898 -0.51404
C -1.45025 0.49686 0.94306
C 0.04292 0.15549 1.27316
H -0.07811 1.60716 -1.93992
H -0.31624 2.79568 -0.61001
H -2.45763 1.45054 -0.63522
H -1.58865 0.03951 -1.16835
H -2.10074 -0.37694 1.14827
H -1.75634 1.30256 1.56530
H 0.23771 -0.92171 1.16837
H 0.42036 0.48026 2.21583
```

Results of the Mulliken charge analysis, in e, for atoms 1 through 8: -1.5613 1.9458 0.1181 -0.3487 0.6311 -0.5893 -0.3645 0.3324

3.
# C40H73FO27S8

A cluster of 9 separate species, C40H73FO27S8 in total in a non-equilibrium geometry (ωB97M-V with the def2-TZVPD basis set, the Open Molecules 2025 dataset).

Calculated values
Max |F| (eV/A): 2.21
HOMO (eV): -9.54
SMILES: O=C(F)Cc1cccc2c1C(=O)c1ccccc1C2=O.CCOS(C)(=O)=O.CCOS(C)(=O)=O.CCOS(C)(=O)=O.CCOS(C)(=O)=O.CCOS(C)(=O)=O.CCOS(C)(=O)=O.CCOS(C)(=O)=O.CCOS(C)(=O)=O
Net charge: 0

The geometry in XYZ format:
```
149
C40H73FO27S8 | the Open Molecules 2025 dataset | ωB97M-V with the def2-TZVPD basis set
O 5.82051 -7.47025 -1.18078
C 5.22870 -6.42833 -1.25265
F 4.08056 -6.27662 -0.52711
C 5.63675 -5.24862 -2.13090
C 5.20699 -3.94170 -1.46578
C 6.13357 -3.24102 -0.70964
C 5.73780 -2.07921 -0.08449
C 4.45157 -1.59580 -0.18370
C 3.54355 -2.30000 -0.92889
C 3.91362 -3.47326 -1.57634
C 2.82173 -4.19549 -2.34876
O 2.98859 -4.68511 -3.44463
C 1.48333 -4.20306 -1.63470
C 0.70218 -5.33076 -1.61306
C -0.49521 -5.27559 -0.91466
C -0.85594 -4.11244 -0.27429
C -0.07435 -2.97571 -0.29659
C 1.11714 -3.03164 -0.98644
C 2.09245 -1.87662 -1.05794
O 1.75746 -0.72755 -1.23478
H 5.12442 -5.39241 -3.08847
H 6.71089 -5.24692 -2.31997
H 7.15074 -3.60399 -0.58511
H 6.47275 -1.55920 0.52786
H 4.16819 -0.69113 0.34678
H 1.05911 -6.21997 -2.12579
H -1.11127 -6.16962 -0.86504
H -1.78938 -4.11393 0.28672
H -0.35417 -2.04958 0.19917
C 9.14082 -6.36252 4.34068
C 7.90951 -5.70711 3.74610
O 7.80250 -4.32263 4.12127
S 8.70880 -3.26190 3.34993
C 7.86835 -1.81491 3.89419
O 8.49839 -3.41283 1.94035
O 10.02412 -3.28092 3.91083
H 10.05271 -5.95733 3.90200
H 9.12458 -7.43751 4.15790
H 9.19099 -6.18390 5.41513
H 7.89245 -5.80883 2.65925
H 7.01491 -6.19515 4.12985
H 6.85150 -1.83456 3.51153
H 8.40419 -0.95485 3.49761
H 7.87173 -1.78746 4.97801
C 0.71491 2.19689 -3.19889
C 1.66241 1.33462 -4.00320
O 1.98750 1.91301 -5.28562
S 3.06983 3.08224 -5.33030
C 3.33537 3.06549 -7.07091
O 4.25784 2.63956 -4.66415
O 2.43696 4.31379 -4.97017
H 1.19174 3.12566 -2.88400
H 0.39431 1.66410 -2.31152
H -0.16077 2.46922 -3.78944
H 2.57301 1.12691 -3.43875
H 1.18434 0.37809 -4.21109
H 3.76243 2.10558 -7.35052
H 4.02739 3.86923 -7.31062
H 2.38814 3.23059 -7.57296
C -4.83205 2.28137 -0.02033
C -3.75147 3.33519 0.12718
O -2.65906 2.86306 0.93447
S -1.60195 1.88838 0.24260
C -0.35962 1.98528 1.48790
O -1.11340 2.50564 -0.95370
O -2.13653 0.56242 0.22596
H -4.47738 1.43716 -0.61061
H -5.70890 2.69838 -0.51728
H -5.12730 1.89097 0.95353
H -3.38882 3.67177 -0.84604
H -4.15673 4.20768 0.63818
H 0.00700 3.00716 1.53966
H 0.44439 1.30949 1.20176
H -0.78901 1.67699 2.43820
C 2.51015 -0.07802 6.42635
C 3.62971 0.92780 6.60110
O 4.60502 0.48704 7.56850
S 5.67204 -0.59469 7.09767
C 6.77978 -0.42572 8.45667
O 6.30973 -0.12103 5.90435
O 5.07440 -1.89183 7.14741
H 2.87129 -0.99392 5.95748
H 1.72096 0.33672 5.79818
H 2.08742 -0.35594 7.39309
H 4.11413 1.14979 5.64867
H 3.22277 1.86337 6.98151
H 7.19173 0.58006 8.45099
H 7.57311 -1.15952 8.32841
H 6.23585 -0.61899 9.37772
C 1.22356 7.25034 -12.02868
C 0.72465 6.69247 -10.71007
O 0.35068 5.30640 -10.81898
S 1.51051 4.21413 -10.81483
C 0.48420 2.80739 -10.54693
O 2.33643 4.42080 -9.66276
O 2.07662 4.13004 -12.12371
H 2.17501 6.80005 -12.31150
H 1.36701 8.32874 -11.95462
H 0.51436 7.03888 -12.82939
H 1.46405 6.82518 -9.91829
H -0.17424 7.22576 -10.40469
H 0.00831 2.89950 -9.57370
H 1.12112 1.92558 -10.57399
H -0.25749 2.75848 -11.34005
C -0.74458 5.58882 5.34244
C -1.37918 5.14107 6.64467
O -1.76234 3.75358 6.60790
S -0.62668 2.65551 6.81247
C -1.69444 1.28143 7.08463
O 0.08332 2.94056 8.02151
O 0.06189 2.46216 5.57209
H 0.22306 5.11013 5.19140
H -0.59221 6.66843 5.34565
H -1.37513 5.32009 4.49433
H -0.71907 5.33034 7.49303
H -2.29526 5.70394 6.81666
H -2.26124 1.45298 7.99588
H -1.07066 0.39574 7.18865
H -2.35602 1.17565 6.22837
C -8.19713 -2.97468 1.27844
C -7.21253 -3.78936 0.46437
O -6.91986 -3.16821 -0.80101
S -5.89513 -1.94732 -0.82148
C -5.63362 -1.91193 -2.56315
O -4.68235 -2.34551 -0.17709
O -6.58711 -0.75383 -0.43949
H -7.75240 -2.03420 1.60475
H -8.50992 -3.52721 2.16512
H -9.07746 -2.72653 0.68540
H -6.29151 -3.97092 1.02188
H -7.64529 -4.76152 0.23265
H -5.16066 -2.84239 -2.86584
H -4.98112 -1.06854 -2.78030
H -6.59225 -1.78262 -3.05955
C -11.03990 1.81078 -1.39412
C -10.42840 1.48132 -0.04646
O -11.43098 1.33109 0.97741
S -12.24211 -0.03954 1.03617
C -12.94384 0.19051 2.63568
O -11.30996 -1.12376 1.08028
O -13.28942 -0.00437 0.06454
H -11.61015 0.96759 -1.78397
H -10.25930 2.05533 -2.11524
H -11.72557 2.65453 -1.31052
H -9.80440 0.58719 -0.10192
H -9.78814 2.30159 0.27445
H -12.14261 0.22138 3.36940
H -13.60203 -0.65353 2.83037
H -13.51170 1.11743 2.63950
```

Results of the Mulliken charge analysis, in e, for atoms 1 through 8: -0.5334 0.5994 -0.2095 -0.8931 0.7421 -1.1700 -0.5784 -1.0316